# 1
Below is the ion C7H8NO3 with charge +1, with properties calculated with ωB97M-V with the def2-TZVPD basis set.

Each line ends with the Löwdin charge.
CARTESIAN COORDINATES (ANGSTROEM)
O: 2.759 -0.417 -2.266  0.01
O: -0.360 -2.773 0.848  0.11
O: 0.429 3.282 -0.057  0.11
N: 0.944 -1.000 -0.702  0.18
C: -1.752 -0.819 1.453  0.06
C: -0.675 -1.441 0.952  -0.28
C: -1.590 0.634 1.369  -0.08
C: -0.586 2.817 0.261  -0.12
C: 0.129 -0.634 0.168  -0.02
C: -0.626 1.027 0.507  0.09
C: 1.550 0.005 -1.602  -0.15
H: -1.015 -3.331 1.217  0.11
H: 1.334 -1.995 -0.694  0.23
H: -1.495 3.297 0.621  0.13
H: 3.275 0.229 -2.613  0.04
H: 1.886 1.026 -1.083  0.18
H: -2.435 1.032 1.917  0.13
H: 0.737 0.306 -2.309  0.15
H: -2.508 -1.244 2.013  0.12

Cartesian forces, eV/Å:
-4.4232 -4.7545 2.6455
0.9817 1.4248 -0.5095
0.5477 1.1834 -0.6774
3.3844 -0.8815 -1.0618
2.9549 0.1735 -0.1477
-1.4107 -3.3695 0.8205
-0.2214 -0.9763 -1.4107
1.3459 -4.0814 0.6961
-2.0898 5.3018 0.5606
-1.1272 0.5763 0.7090
2.1468 3.8920 -1.3409
-1.1203 -0.9122 0.7065
-0.8354 1.4236 -0.2250
-0.4240 -0.1714 -0.0820
1.9735 3.5277 -1.3085
-1.3503 -2.3783 -0.1848
0.5037 1.6393 -0.2928
0.7030 -0.5641 0.2751
-1.5394 -1.0532 0.8277

The value obtained for the relative energy (zero: lowest compared OMol25 entry of this formula, charge and spin) is 585.8 kJ/mol. The net charge is +1. The calculation puts the total energy at -15008.8761 eV. The gap between HOMO and LUMO comes out at 7.42 eV. As for the SMILES: O=CC1=CC=C(O)/C1=[NH+]/CO. As for the HOMO energy: -13.09 eV.

# 2
Below is the ion C7H8NO4S with charge -1, with properties calculated with ωB97M-V with the def2-TZVPD basis set.

Each line ends with the Löwdin charge.
CARTESIAN COORDINATES (ANGSTROEM)
S: -1.306 0.501 2.772  0.47
O: -1.655 1.869 0.386  -0.21
O: -0.238 0.770 3.769  -0.38
O: -1.477 -0.863 2.425  -0.32
O: -2.542 1.200 3.001  -0.33
N: -0.617 1.477 1.233  -0.09
C: 0.492 0.436 -0.745  -0.07
C: 1.367 0.171 1.383  -0.04
C: 2.362 -0.645 0.835  -0.08
C: 1.417 -0.354 -1.320  -0.14
C: 0.365 0.741 0.587  -0.29
C: -2.685 0.954 0.000  -0.12
C: 2.408 -0.921 -0.549  -0.12
H: 1.438 -0.583 -2.376  0.09
H: 1.286 0.185 2.479  0.09
H: -2.330 -0.082 0.144  0.08
H: -3.635 1.003 0.539  0.07
H: -0.414 0.764 -1.324  0.12
H: 2.934 -1.030 1.646  0.08
H: -2.972 1.146 -1.081  0.09
H: 3.238 -1.464 -1.066  0.10

Cartesian forces, eV/Å:
1.6222 3.0091 1.7363
-0.8704 1.0225 -0.5977
-1.4545 -0.3921 -1.4134
0.2677 -1.7157 -0.9973
-0.1860 0.4194 -0.1815
-1.3480 -1.4978 1.2019
-4.5189 1.9072 -1.3311
0.4096 -0.8550 0.3953
-1.2486 0.7733 -0.2912
1.7262 -1.0523 -0.4996
1.5975 -1.0017 1.0590
0.1481 -1.1026 -0.8468
1.4094 -0.1375 0.6434
-0.3495 0.2316 -0.1284
0.1755 0.4018 -0.6760
-0.1215 0.2913 -0.3679
0.3844 0.5657 0.5724
1.2286 -0.1656 0.0931
1.1787 -0.7678 -0.2066
0.7745 -0.1639 1.0113
-0.8252 0.2300 0.8250

The value obtained for the relative energy (zero: lowest compared OMol25 entry of this formula, charge and spin) is 158.8 kJ/mol. The net charge is -1. The calculation puts the total energy at -27903.2779 eV. The gap between HOMO and LUMO comes out at 8.24 eV. As for the SMILES: CON(c1ccccc1)S(=O)(=O)[O-]. As for the HOMO energy: -4.66 eV.

# 3
Below is the ion C7H8NO5 with charge -1, with properties calculated with ωB97M-V with the def2-TZVPD basis set.

Each line ends with the Löwdin charge.
CARTESIAN COORDINATES (ANGSTROEM)
O: -0.869 -0.428 0.102  -0.05
O: 2.648 0.443 -0.251  -0.08
O: -1.252 1.630 1.245  -0.13
O: -1.038 -1.547 2.648  0.00
O: 0.494 -0.950 -2.762  -0.11
N: -0.840 -0.330 2.587  0.05
C: 0.515 -0.177 -0.257  -0.24
C: -1.359 0.223 1.317  -0.38
C: -0.387 2.193 2.245  -0.19
C: 1.503 0.436 0.523  -0.07
C: 2.329 -0.097 -1.419  -0.17
C: -0.578 -1.789 -2.772  -0.16
C: 1.040 -0.518 -1.512  -0.20
H: -0.355 -2.771 -2.362  0.08
H: -0.814 -1.978 -3.873  0.10
H: 0.716 1.938 2.065  0.04
H: -2.511 0.110 1.240  0.18
H: -0.537 1.878 3.352  0.08
H: 2.982 -0.208 -2.220  0.09
H: -0.296 3.354 2.253  0.09
H: -1.392 -1.412 -2.148  0.08

Cartesian forces, eV/Å:
0.6406 0.9341 1.5923
-0.3889 -0.0203 0.0471
0.9839 -0.0060 1.6409
0.4321 2.5219 -0.1609
2.1070 1.6091 1.1752
-0.3890 -2.9578 0.0062
-1.0116 0.5218 1.6606
-1.4800 0.6259 -3.1131
2.8376 1.6558 1.7796
-1.5834 -0.6295 0.8387
-0.8238 -1.1239 -1.5205
-1.0765 -1.2140 -0.7495
-0.0265 0.0681 -1.1902
0.2980 -0.4335 0.2193
-0.2003 0.4925 1.4551
-1.6721 -0.2684 -0.1431
1.8103 -0.7021 0.4249
-0.4972 0.4447 -1.9738
1.6366 0.1659 -0.9417
-1.2161 -1.8090 -0.5665
-0.3806 0.1250 -0.4806

The value obtained for the relative energy (zero: lowest compared OMol25 entry of this formula, charge and spin) is 708.6 kJ/mol. The net charge is -1. The calculation puts the total energy at -19109.4660 eV. The gap between HOMO and LUMO comes out at 5.95 eV. As for the HOMO energy: -3.14 eV.

# 4
Below is a cluster of 2 separate species, C7H8NO5S in total, with properties calculated with ωB97M-V with the def2-TZVPD basis set.

Each line ends with the Löwdin charge.
CARTESIAN COORDINATES (ANGSTROEM)
S: -3.409 0.286 0.166  0.68
O: -0.526 0.299 2.812  -0.02
O: -4.235 -0.888 -0.007  -0.56
O: 0.478 -3.013 -0.762  0.06
O: 1.661 -1.533 0.363  0.09
O: -3.103 0.950 -1.153  -0.57
N: -0.675 0.234 0.524  -0.09
C: -1.699 -0.719 0.592  -0.26
C: 0.506 1.703 -0.873  -0.11
C: 0.897 -2.427 0.363  -0.44
C: -0.194 0.871 1.756  -0.42
C: -0.491 0.716 -0.717  -0.11
C: 0.681 1.927 1.550  -0.05
C: 1.020 2.284 0.269  -0.13
H: -1.114 0.492 -1.596  0.12
H: -1.407 -1.571 -0.169  0.12
H: 0.376 -2.851 1.295  0.17
H: -1.988 -1.053 1.562  0.06
H: 1.124 2.495 2.346  0.10
H: 0.682 2.074 -1.971  0.12
H: 1.754 3.226 0.171  0.14
H: 0.736 -2.538 -1.537  0.10

Cartesian forces, eV/Å:
1.8215 0.5487 -0.9676
0.2594 1.0280 -0.6766
-1.7055 -1.5530 -0.0264
-1.1536 -1.7040 0.7047
1.3885 1.2189 0.3936
-0.1365 -0.0667 0.8341
0.0134 1.4738 0.1966
-0.9916 -1.2379 -2.0328
-1.2674 -0.3347 -2.7151
-1.3476 -0.8162 0.9564
-0.9654 -3.0916 0.4192
2.4805 2.0782 -0.1848
0.6874 0.9771 -0.9731
2.1214 2.8769 -0.1086
0.2150 -0.7308 0.9638
-1.4232 1.5600 1.5535
0.7411 0.3172 -1.3336
0.4987 -0.3621 0.6427
-0.1586 -0.1988 0.4925
-0.1422 -0.5432 2.4869
-1.5968 -2.2844 0.0804
0.6617 0.8446 -0.7058

The value obtained for the relative energy (zero: lowest compared OMol25 entry of this formula, charge and spin) is 147.4 kJ/mol. The net charge is -1. The calculation puts the total energy at -29951.5694 eV. The gap between HOMO and LUMO comes out at 6.68 eV. As for the HOMO energy: -3.61 eV.

# 5
Below is an isolated molecule of C7H8O, with properties calculated with ωB97M-V with the def2-TZVPD basis set.

Each line ends with the Löwdin charge.
CARTESIAN COORDINATES (ANGSTROEM)
O: 0.063 -2.227 0.020  0.11
C: -2.527 -0.737 0.030  0.08
C: 0.530 1.217 0.075  -0.01
C: 1.071 0.007 -0.008  -0.23
C: -1.020 1.308 -0.032  -0.11
C: 2.519 -0.394 -0.019  -0.05
C: -1.344 -0.163 -0.065  -0.24
C: -0.056 -1.039 -0.049  -0.31
H: -1.456 1.720 0.824  0.09
H: 3.176 0.471 -0.205  0.07
H: 1.153 2.073 0.002  0.10
H: -2.727 -1.857 -0.018  0.10
H: 2.725 -0.740 1.042  0.10
H: -1.328 1.791 -0.957  0.12
H: 2.671 -1.265 -0.767  0.11
H: -3.450 -0.166 0.127  0.07

Cartesian forces, eV/Å:
-0.2351 -0.3694 -0.2197
-1.3411 -1.4174 -0.2011
-0.8760 0.0971 -0.8979
-0.7628 -1.1156 -0.1873
2.2384 -2.0965 -0.8912
-0.2110 -1.0078 0.4730
0.4430 -1.5306 0.0938
0.2203 2.4981 0.2880
-0.6890 1.0922 1.1760
-0.2106 -0.4797 -0.1792
0.3144 0.9271 0.2834
0.8185 1.5148 0.1733
0.1167 -0.0003 -1.3182
-0.0007 0.2622 0.1425
-0.0220 1.4880 1.3413
0.1970 0.1379 -0.0766

The value obtained for the relative energy (zero: lowest compared OMol25 entry of this formula, charge and spin) is 132.0 kJ/mol. The calculation puts the total energy at -9434.8747 eV. The gap between HOMO and LUMO comes out at 9.82 eV. As for the SMILES: C=C1CC=C(C)C1=O. As for the HOMO energy: -9.45 eV.

# 6
Below is a structure of composition C7H8O, with properties calculated with ωB97M-V with the def2-TZVPD basis set.

Each line ends with the Löwdin charge.
CARTESIAN COORDINATES (ANGSTROEM)
O: -2.643 -1.477 -0.004  0.03
C: -1.716 -0.667 -0.194  -0.22
C: -0.932 1.428 0.032  -0.12
C: 1.566 0.262 -0.313  -0.16
C: -0.096 -0.762 -0.255  -0.21
C: -2.075 0.870 0.018  -0.02
C: 0.225 0.542 0.216  -0.40
C: 1.313 -1.206 0.268  -0.10
H: 1.399 -1.472 1.304  0.09
H: 0.354 -0.908 -1.382  0.19
H: 0.228 0.415 1.449  0.22
H: -0.651 2.606 -0.023  0.16
H: 2.006 -2.045 -0.067  0.12
H: -3.197 1.265 0.150  0.17
H: 1.644 0.563 -1.383  0.13
H: 2.576 0.586 0.184  0.13

Cartesian forces, eV/Å:
3.0844 1.2688 -1.2387
-3.4568 -1.7759 2.9706
4.2615 7.1944 -0.6252
5.7170 1.1435 2.6217
-2.2141 -3.2251 -3.6503
-3.8366 -2.9694 -0.9172
-0.8155 1.4456 3.7974
1.2727 -1.9419 -1.8772
-0.1875 1.4868 1.1169
-2.6787 0.6536 1.7623
0.4341 0.4804 -2.7784
-1.1898 -2.6549 0.5456
-1.4786 0.7334 -1.0362
2.9757 -1.0506 -0.6308
0.0045 -1.2951 0.5578
-1.8922 0.5064 -0.6183

The value obtained for the relative energy (zero: lowest compared OMol25 entry of this formula, charge and spin) is 620.7 kJ/mol. The calculation puts the total energy at -9429.8093 eV. The gap between HOMO and LUMO comes out at 9.45 eV. As for the HOMO energy: -8.90 eV.

# 7
Below is a structure of composition C7H8O, with properties calculated with ωB97M-V with the def2-TZVPD basis set.

Each line ends with the Löwdin charge.
CARTESIAN COORDINATES (ANGSTROEM)
O: -0.684 -0.980 1.541  0.05
C: 0.073 -0.845 -1.164  -0.09
C: 0.076 -1.968 -0.510  -0.08
C: -0.221 0.370 -0.469  -0.24
C: -0.396 0.024 0.897  -0.21
C: -0.116 1.703 -0.897  -0.19
C: 0.252 2.717 -0.098  0.01
C: 0.203 -1.900 0.988  -0.19
H: -0.697 1.082 1.329  0.15
H: -0.199 3.612 -0.414  0.03
H: 0.041 -0.751 -2.299  0.14
H: 0.256 -2.852 1.534  0.13
H: 0.110 -2.996 -0.869  0.11
H: -0.743 1.844 -1.736  0.10
H: 1.295 -1.460 1.214  0.17
H: 0.752 2.400 0.954  0.12

Cartesian forces, eV/Å:
-0.8278 -4.4901 2.4906
-1.4753 1.7816 -4.6398
0.6102 -3.1980 1.8568
2.4030 -4.5316 3.9108
-1.9149 12.5594 -3.4451
-0.3581 0.9346 1.3907
0.8096 -2.6509 1.5114
3.9210 -1.4366 0.0175
0.1966 -2.4331 0.4752
0.3623 1.7488 0.3845
0.1782 -0.6829 1.4038
-0.8669 0.2222 -0.3073
0.1006 0.5105 -0.5924
-0.1865 0.8105 -1.3166
-1.8295 -0.6631 -0.4171
-1.1226 1.5186 -2.7231

The value obtained for the relative energy (zero: lowest compared OMol25 entry of this formula, charge and spin) is 474.9 kJ/mol. The calculation puts the total energy at -9431.3202 eV. The gap between HOMO and LUMO comes out at 8.75 eV. As for the HOMO energy: -7.88 eV.

# 8
Below is a cluster of 2 separate species, C7H8O2S in total, with properties calculated with ωB97M-V with the def2-TZVPD basis set.

Each line ends with the Löwdin charge.
CARTESIAN COORDINATES (ANGSTROEM)
S: 2.383 0.135 0.258  0.84
O: 0.598 -1.195 1.178  -0.10
O: 1.649 1.140 -0.387  -0.44
C: -0.494 -0.619 0.766  -0.43
C: -0.833 0.733 1.102  -0.03
C: 3.572 -0.615 -0.672  -0.23
C: -1.358 -1.208 -0.200  -0.01
C: -2.444 -0.579 -0.750  -0.11
C: -2.005 1.325 0.647  -0.10
C: -2.757 0.666 -0.304  -0.13
H: 3.143 0.690 1.358  0.08
H: -3.799 1.142 -0.585  0.14
H: -2.367 2.393 1.036  0.15
H: 3.908 -1.455 0.043  0.05
H: 3.469 -0.996 -1.621  -0.01
H: -0.060 1.322 1.643  0.12
H: -1.068 -2.134 -0.596  0.10
H: -2.987 -1.125 -1.587  0.13

Cartesian forces, eV/Å:
2.5583 -2.6499 1.1439
-0.6431 0.5700 0.0325
-2.2212 3.0402 -1.5286
-0.1865 0.9123 -0.6175
0.7672 0.5087 0.7302
0.8216 -0.9867 4.5703
0.6092 0.2395 0.0120
0.0333 -1.9989 -1.3769
0.0331 2.1322 1.1106
-4.0390 2.2717 0.0356
-0.4679 -0.7465 -1.1079
2.3627 -0.8943 0.2416
1.1124 -2.5305 -1.0020
0.0658 1.2956 -0.9807
-0.7557 -0.2409 -2.2727
-0.9233 -0.5204 -0.0441
0.3715 -1.4015 -0.2810
0.5016 0.9995 1.3345

The value obtained for the relative energy (zero: lowest compared OMol25 entry of this formula, charge and spin) is 524.8 kJ/mol. The calculation puts the total energy at -22312.9516 eV. The gap between HOMO and LUMO (alpha / beta) comes out at 6.02 / 7.45 eV. As for the HOMO energy (alpha / beta): -7.83 / -8.39 eV.